Entry 1:
Here is a structure of composition C19H20Br2N4O2Pd from OMol25. Energies are from ωB97M-V with the def2-TZVPD basis set.

Output
lowest unoccupied orbital energy	0.1525	Ha
HOMO energy	-0.4	eV
orbital gap	4.5	eV

Structure (ORCA input):
```
! RIJCOSX wB97M-V def2-TZVPD def2/J DEFGRID3
* xyz -2 1
Pd -0.904 -0.308 -0.727
Br -1.273 4.036 3.476
C -1.666 3.918 1.613
C -2.493 4.881 1.059
C -2.795 4.854 -0.278
Br -3.942 6.219 -0.977
C -2.265 3.849 -1.124
C -2.500 3.794 -2.514
C -1.892 2.827 -3.264
C -1.068 1.893 -2.629
N -0.877 1.871 -1.322
C -1.432 2.843 -0.556
C -1.098 2.819 0.896
O -0.387 1.948 1.403
H -2.896 5.662 1.690
H -3.145 4.532 -2.972
H -2.043 2.769 -4.335
H -0.568 1.118 -3.197
C -3.565 -4.935 0.477
C -4.046 -3.788 -0.428
C -5.335 -3.199 0.165
C -4.360 -4.359 -1.820
C -3.011 -2.748 -0.526
C -2.165 -1.863 -0.607
H -4.342 -5.702 0.586
H -3.309 -4.548 1.464
H -2.670 -5.395 0.055
H -6.109 -3.971 0.272
H -5.714 -2.404 -0.479
H -5.131 -2.763 1.144
H -5.137 -5.132 -1.763
H -3.460 -4.794 -2.258
H -4.702 -3.562 -2.481
C 1.393 -2.107 4.325
N 1.698 -2.545 2.989
C 2.930 -3.245 2.736
C 3.225 -2.857 1.278
O 4.205 -3.280 0.683
N 2.260 -2.019 0.830
C 1.414 -1.804 1.838
N 0.407 -0.959 1.827
H 1.209 -2.966 4.974
H 0.500 -1.487 4.339
H 2.213 -1.518 4.759
H 2.819 -4.330 2.816
H 3.745 -2.924 3.394
H -0.131 -0.639 0.934
H -0.232 -1.027 2.602
*
```

***

Entry 2:
Here is a structure of composition C19H20BrFeN5O2S from OMol25. Energies are from ωB97M-V with the def2-TZVPD basis set.

Output
lowest unoccupied orbital energy (spin up / spin down)	-0.1177 / -0.1374	Ha
relative energy (zero: lowest compared OMol25 entry of this formula, charge and spin)	55.3	kJ/mol
HOMO energy (spin up / spin down)	-10.6 / -10.6	eV
orbital gap (spin up / spin down)	7.4 / 6.8	eV
<S²>	8.765

Structure (ORCA input):
```
! RIJCOSX wB97M-V def2-TZVPD def2/J DEFGRID3
* xyz 1 6
Fe 0.074 0.021 -0.407
N -1.621 3.185 2.431
C -0.973 2.015 2.358
N -0.846 1.682 1.097
C -1.439 2.711 0.426
N -1.922 3.645 1.210
C -1.474 2.725 -1.025
C -1.890 3.837 -1.760
N -1.879 3.832 -3.081
C -1.465 2.718 -3.683
C -1.049 1.612 -2.961
N -1.046 1.619 -1.632
H -1.874 3.726 3.241
H -0.629 1.446 3.207
H -2.229 4.727 -1.246
H -1.476 2.718 -4.765
H -0.714 0.700 -3.441
Br 2.147 -0.094 1.451
C 1.266 -1.196 2.760
C 1.908 -1.520 3.915
C 1.253 -2.361 4.837
C 0.001 -2.836 4.570
C -0.681 -2.486 3.382
C -1.990 -2.938 3.098
C -2.636 -2.552 1.959
C -1.994 -1.700 1.028
C -0.723 -1.273 1.264
C -0.034 -1.636 2.436
H 2.901 -1.146 4.123
H 1.760 -2.628 5.754
H -0.497 -3.494 5.273
H -2.474 -3.598 3.808
H -3.640 -2.900 1.753
H -2.528 -1.401 0.133
C -1.131 -2.118 -2.497
O -0.426 -1.292 -1.634
H -1.764 -2.822 -1.939
H -0.448 -2.703 -3.122
H -1.788 -1.537 -3.159
C 4.176 -0.576 -2.248
S 2.492 -0.164 -2.760
C 2.927 1.189 -3.878
O 1.893 0.520 -1.557
H 4.738 -0.925 -3.113
H 4.102 -1.373 -1.510
H 4.636 0.305 -1.804
H 3.542 0.783 -4.680
H 3.458 1.960 -3.323
H 2.003 1.592 -4.288
*
```

***

Entry 3:
Here is a structure of composition C19H20CdNO2S from OMol25. Energies are from ωB97M-V with the def2-TZVPD basis set.

Output
lowest unoccupied orbital energy (spin up / spin down)	0.1062 / 0.1062	Ha
relative energy (zero: lowest compared OMol25 entry of this formula, charge and spin)	368.9	kJ/mol
HOMO energy (spin up / spin down)	-2.7 / -2.7	eV
orbital gap (spin up / spin down)	5.6 / 5.6	eV

Structure (ORCA input):
```
! RIJCOSX wB97M-V def2-TZVPD def2/J DEFGRID3
* xyz -1 1
Cd -0.156 0.618 1.437
O -1.823 -1.111 1.882
N -1.343 -2.276 2.179
C -1.782 -3.265 1.440
C -0.954 -4.374 1.213
C 0.360 -4.475 1.600
C 1.254 -3.419 2.116
C 1.361 -2.151 1.479
S 1.722 -0.700 2.360
H -2.804 -3.219 1.017
H -1.397 -5.370 0.888
H 0.786 -5.476 1.477
H 1.967 -3.655 2.850
C 2.426 -3.693 -0.941
C 2.031 -2.185 -0.893
C 1.224 -1.852 -2.148
C 3.101 -1.143 -0.733
O 1.031 -2.063 0.208
H 3.083 -3.824 -1.793
H 1.574 -4.374 -1.020
H 3.035 -3.906 -0.048
H 1.984 -1.461 -2.844
H 0.618 -0.946 -1.924
H 0.634 -2.604 -2.579
H 3.841 -1.182 -1.531
H 3.703 -1.200 0.167
H 2.578 -0.127 -0.840
C -0.542 6.165 -0.772
C 0.422 5.429 -0.051
C 0.158 4.138 0.447
C -1.060 3.549 0.156
C -1.392 2.196 0.483
C -2.658 1.788 0.316
C -3.692 2.569 -0.262
C -3.397 3.788 -0.770
C -2.037 4.315 -0.517
C -1.780 5.627 -0.949
H -0.242 7.096 -1.350
H 1.355 5.924 0.129
H 0.941 3.580 0.926
H -2.881 0.686 0.477
H -4.616 1.983 -0.423
H -4.112 4.322 -1.415
H -2.522 6.278 -1.445
*
```

***

Entry 4:
Here is a cluster of 2 separate species, C19H20Cl4N2O4 in total from OMol25. Energies are from ωB97M-V with the def2-TZVPD basis set.

Output
lowest unoccupied orbital energy	0.0062	Ha
HOMO energy	-8.5	eV
orbital gap	8.7	eV

Structure (ORCA input):
```
! RIJCOSX wB97M-V def2-TZVPD def2/J DEFGRID3
* xyz 0 1
C -1.547 1.325 9.476
O -0.856 2.187 8.562
C -0.488 1.687 7.332
C -0.892 0.436 6.831
C -0.478 0.000 5.569
C 0.365 0.789 4.764
C 0.820 0.320 3.431
C 1.222 1.225 2.430
C 1.664 0.783 1.178
Cl 2.170 1.954 -0.017
C 1.694 -0.586 0.891
Cl 2.225 -1.148 -0.679
C 1.294 -1.504 1.869
Cl 1.321 -3.221 1.545
C 0.873 -1.052 3.122
C 0.760 2.039 5.273
C 0.335 2.488 6.527
Cl 0.858 4.065 7.077
H -1.673 1.837 10.434
H -0.979 0.406 9.654
H -2.540 1.069 9.094
H -1.541 -0.216 7.404
H -0.842 -0.961 5.222
H 1.189 2.296 2.595
H 0.602 -1.803 3.855
H 1.422 2.690 4.713
C -2.347 -1.717 -7.817
N -1.795 -1.527 -6.476
C -1.316 -0.366 -6.009
O -1.251 0.641 -6.704
C -0.752 -0.386 -4.580
C -0.295 0.992 -4.077
O 0.103 0.892 -2.721
N 0.284 -1.416 -4.362
C 1.380 -1.693 -5.072
C 1.712 -0.943 -6.348
O 2.131 -2.572 -4.686
H -2.417 -2.781 -8.048
H -3.342 -1.271 -7.875
H -1.704 -1.235 -8.557
H -1.757 -2.328 -5.864
H -1.595 -0.659 -3.947
H 0.535 1.364 -4.678
H -1.127 1.694 -4.153
H 0.976 0.490 -2.680
H 0.195 -1.971 -3.524
H 1.035 -1.253 -7.141
H 2.732 -1.187 -6.641
H 1.637 0.130 -6.191
*
```

***

Entry 5:
Here is an isolated molecule of C19H20ClN3O5 from OMol25. Energies are from ωB97M-V with the def2-TZVPD basis set.

Output
lowest unoccupied orbital energy	-0.0353	Ha
relative energy (zero: lowest compared OMol25 entry of this formula, charge and spin)	206.0	kJ/mol
HOMO energy	-8.0	eV
orbital gap	7.0	eV

Structure (ORCA input):
```
! RIJCOSX wB97M-V def2-TZVPD def2/J DEFGRID3
* xyz 0 1
C 3.458 -4.950 -1.398
C 2.446 -6.013 -1.814
C 1.018 -5.469 -1.891
C 0.792 -4.549 -3.104
C -0.094 -3.366 -2.755
O -1.203 -3.198 -3.211
N 0.516 -2.528 -1.870
C 0.031 -1.367 -1.273
C -1.206 -0.809 -1.559
C -1.613 0.351 -0.927
C -0.786 0.970 0.002
N -1.246 2.144 0.617
C -0.607 2.946 1.507
O 0.499 2.765 1.964
C -1.454 4.123 1.917
C -2.715 3.914 2.471
C -3.476 4.975 2.919
C -2.965 6.262 2.805
N -3.755 7.384 3.268
O -4.846 7.141 3.733
O -3.276 8.489 3.158
C -1.714 6.501 2.255
C -0.957 5.425 1.816
Cl 0.584 5.710 1.115
C 0.458 0.420 0.302
C 0.869 -0.739 -0.328
O 2.070 -1.358 -0.102
C 2.960 -0.771 0.819
H 3.184 -4.520 -0.436
H 4.449 -5.388 -1.305
H 3.517 -4.148 -2.130
H 2.470 -6.823 -1.083
H 2.729 -6.433 -2.782
H 0.803 -4.931 -0.965
H 0.317 -6.303 -1.945
H 0.322 -5.099 -3.918
H 1.746 -4.162 -3.466
H 1.445 -2.775 -1.556
H -1.843 -1.294 -2.279
H -2.578 0.776 -1.161
H -2.160 2.443 0.304
H -3.090 2.906 2.567
H -4.452 4.828 3.356
H -1.345 7.512 2.176
H 1.083 0.914 1.025
H 3.247 0.238 0.511
H 2.530 -0.734 1.824
H 3.841 -1.412 0.824
*
```

***

Entry 6:
Here is a structure of composition C19H20ClN6OPdS2 from OMol25. Energies are from ωB97M-V with the def2-TZVPD basis set.

Output
lowest unoccupied orbital energy	0.0878	Ha
relative energy (zero: lowest compared OMol25 entry of this formula, charge and spin)	8.4	kJ/mol
HOMO energy	-3.9	eV
orbital gap	6.3	eV

Structure (ORCA input):
```
! RIJCOSX wB97M-V def2-TZVPD def2/J DEFGRID3
* xyz -1 1
Pd -0.868 0.921 -0.787
N -3.495 3.083 -3.407
C -2.923 2.320 -2.403
S -1.645 3.061 -1.485
N -3.397 1.126 -2.253
N -2.788 0.427 -1.199
C -3.576 -0.402 -0.623
C -3.361 -1.204 0.573
C -4.037 -2.430 0.611
C -3.951 -3.299 1.679
C -3.184 -2.905 2.782
C -2.550 -1.687 2.804
C -2.605 -0.760 1.714
O -2.043 0.378 1.791
H -3.363 4.074 -3.295
H -4.431 2.800 -3.652
H -4.549 -0.505 -1.105
H -4.635 -2.706 -0.253
H -4.467 -4.250 1.667
H -3.098 -3.564 3.640
H -1.980 -1.374 3.673
C 4.294 2.383 -2.567
C 4.433 2.306 -1.053
C 3.122 2.046 -0.381
N 2.032 1.807 -1.006
N 0.984 1.538 -0.174
C 1.278 1.607 1.104
N 0.400 1.442 2.098
S 2.950 2.000 1.357
H 5.268 2.558 -3.026
H 3.619 3.189 -2.854
H 3.877 1.457 -2.958
H 4.864 3.230 -0.656
H 5.123 1.501 -0.779
H -0.544 1.025 1.906
H 0.775 1.262 3.013
Cl 2.380 -1.175 -2.369
C 2.234 -1.407 -0.641
C 3.406 -1.634 0.067
C 3.354 -1.865 1.432
C 2.115 -1.878 2.065
C 0.960 -1.644 1.342
C 0.972 -1.382 -0.038
C -0.287 -1.085 -0.746
H 4.349 -1.638 -0.464
H 4.266 -2.043 1.988
H 2.050 -2.076 3.128
H -0.003 -1.649 1.841
H -1.102 -1.646 -0.294
H -0.223 -1.334 -1.806
*
```

***

Entry 7:
Here is an isolated molecule of C19H20ClNO4S from OMol25. Energies are from ωB97M-V with the def2-TZVPD basis set.

Output
lowest unoccupied orbital energy	-0.0053	Ha
relative energy (zero: lowest compared OMol25 entry of this formula, charge and spin)	0.0	kJ/mol
HOMO energy	-9.3	eV
orbital gap	9.1	eV

Structure (ORCA input):
```
! RIJCOSX wB97M-V def2-TZVPD def2/J DEFGRID3
* xyz 0 1
O 2.354 6.091 2.311
C 2.732 4.987 2.008
O 3.820 4.777 1.261
C 2.052 3.732 2.415
C 0.897 3.820 3.193
C 0.233 2.679 3.597
C 0.725 1.433 3.220
Cl -0.073 0.008 3.706
C 1.874 1.341 2.448
S 2.524 -0.273 1.976
O 2.714 -1.063 3.153
O 3.650 -0.040 1.118
N 1.223 -0.873 1.135
C 1.070 -0.353 -0.204
C -0.381 -0.530 -0.643
C -0.784 -2.004 -0.565
C -2.254 -2.204 -0.968
C -2.483 -1.847 -2.409
C -3.051 -0.632 -2.767
C -3.231 -0.300 -4.098
C -2.841 -1.180 -5.093
C -2.275 -2.396 -4.747
C -2.097 -2.725 -3.416
C -0.532 -2.515 0.855
C 0.925 -2.284 1.245
C 2.539 2.481 2.046
H 4.233 5.624 1.027
H 0.538 4.799 3.473
H -0.659 2.739 4.199
H 1.349 0.702 -0.181
H 1.745 -0.871 -0.900
H -0.502 -0.158 -1.661
H -1.023 0.055 0.020
H -0.154 -2.571 -1.259
H -2.887 -1.590 -0.326
H -2.519 -3.251 -0.807
H -3.360 0.059 -1.995
H -3.676 0.649 -4.360
H -2.982 -0.923 -6.132
H -1.972 -3.089 -5.518
H -1.660 -3.677 -3.152
H -0.759 -3.579 0.924
H -1.177 -1.978 1.553
H 1.116 -2.573 2.279
H 1.586 -2.872 0.589
H 3.432 2.375 1.450
*
```

***

Entry 8:
Here is a structure of composition C19H20MnN6O2S from OMol25. Energies are from ωB97M-V with the def2-TZVPD basis set.

Output
lowest unoccupied orbital energy (spin up / spin down)	-0.4511 / -0.4091	Ha
relative energy (zero: lowest compared OMol25 entry of this formula, charge and spin)	0.0	kJ/mol
HOMO energy (spin up / spin down)	-17.6 / -17.6	eV
orbital gap (spin up / spin down)	5.3 / 6.4	eV
<S²>	6.064

Structure (ORCA input):
```
! RIJCOSX wB97M-V def2-TZVPD def2/J DEFGRID3
* xyz 3 5
Mn -0.053 -1.055 -0.147
S -0.726 6.055 1.949
N -1.824 4.898 1.783
C -1.167 3.821 1.390
C -1.763 2.531 1.117
C -3.129 2.249 1.252
C -3.598 0.979 0.968
C -2.701 0.012 0.551
N -1.394 0.281 0.425
C -0.907 1.515 0.701
C 0.523 1.717 0.562
N 1.253 0.642 0.178
C 2.572 0.772 0.052
C 3.230 1.977 0.295
C 2.494 3.075 0.683
C 1.104 2.951 0.827
C 0.229 4.027 1.245
N 0.604 5.262 1.529
H -3.797 3.037 1.581
H -4.645 0.727 1.063
H -3.036 -0.994 0.323
H 3.130 -0.107 -0.253
H 4.304 2.029 0.179
H 2.962 4.031 0.884
C 1.468 -3.324 -1.768
O 1.192 -2.597 -0.523
C 1.599 -3.351 0.665
C 1.387 -2.432 1.832
O 0.060 -1.840 1.713
C -1.033 -2.559 2.377
H 2.505 -3.648 -1.751
H 1.305 -2.646 -2.597
H 0.803 -4.181 -1.838
H 2.650 -3.621 0.575
H 0.996 -4.257 0.721
H 2.091 -1.602 1.825
H 1.477 -2.959 2.780
H -0.656 -2.967 3.311
H -1.408 -3.363 1.745
H -1.809 -1.832 2.593
N -1.627 -0.854 -2.804
C -1.453 -0.402 -4.049
C -0.152 0.059 -4.155
C 0.409 -0.162 -2.910
N -0.491 -0.731 -2.082
H -2.456 -1.288 -2.430
H -2.250 -0.439 -4.777
H 0.321 0.497 -5.020
H 1.408 0.068 -2.572
*
```

***

Entry 9:
Here is an isolated molecule of C19H20N2O2 from OMol25. Energies are from ωB97M-V with the def2-TZVPD basis set.

Output
lowest unoccupied orbital energy	-0.0252	Ha
relative energy (zero: lowest compared OMol25 entry of this formula, charge and spin)	656.5	kJ/mol
HOMO energy	-8.6	eV
orbital gap	8.0	eV

Structure (ORCA input):
```
! RIJCOSX wB97M-V def2-TZVPD def2/J DEFGRID3
* xyz 0 1
C -3.042 -2.280 -0.258
C -2.355 -0.960 0.025
C -2.071 -0.672 1.359
C -1.543 0.550 1.784
C -1.216 0.737 3.206
C -1.317 1.568 0.821
C -0.888 2.892 1.210
C 0.060 3.702 0.442
C -2.105 4.313 1.004
C -1.893 5.750 1.350
C -1.589 6.071 2.682
C -1.122 7.337 3.053
C -0.998 8.374 2.130
C -0.438 9.623 2.533
N 0.020 10.645 2.911
C -1.462 8.133 0.821
C -1.963 6.865 0.444
N -3.166 3.641 1.862
O -4.061 2.946 1.276
O -3.125 3.717 3.122
C -1.551 1.255 -0.560
C -1.262 2.280 -1.633
C -2.099 0.011 -0.925
H -3.314 -2.398 -1.320
H -2.408 -3.125 0.038
H -3.951 -2.368 0.359
H -2.291 -1.409 2.108
H -1.482 -0.162 3.743
H -0.165 0.943 3.399
H -1.804 1.554 3.597
H -0.863 3.063 2.275
H 0.575 4.370 1.127
H 0.757 3.002 -0.029
H -0.423 4.353 -0.295
H -2.391 4.191 -0.062
H -1.826 5.318 3.457
H -0.843 7.514 4.082
H -1.425 8.946 0.104
H -2.472 6.794 -0.549
H -1.589 1.895 -2.621
H -1.828 3.199 -1.400
H -0.183 2.533 -1.706
H -2.319 -0.170 -1.998
*
```

***

Entry 10:
Here is an isolated molecule of C19H20N2O3S from OMol25. Energies are from ωB97M-V with the def2-TZVPD basis set.

Output
lowest unoccupied orbital energy	0.0204	Ha
relative energy (zero: lowest compared OMol25 entry of this formula, charge and spin)	38.7	kJ/mol
HOMO energy	-8.0	eV
orbital gap	8.5	eV

Structure (ORCA input):
```
! RIJCOSX wB97M-V def2-TZVPD def2/J DEFGRID3
* xyz 0 1
C -1.633 3.818 0.989
C -1.411 2.479 1.622
C -1.079 2.371 2.967
C -0.907 1.129 3.543
C -1.051 -0.030 2.799
C -1.370 0.065 1.452
O -1.529 -0.990 0.594
C -1.382 -2.314 1.049
C 0.073 -2.743 1.235
S 0.990 -2.572 -0.332
C 1.228 -0.846 -0.243
N 1.574 -0.222 0.846
C 1.622 1.103 0.499
C 1.927 2.217 1.270
C 1.894 3.448 0.650
C 1.565 3.580 -0.699
C 1.259 2.484 -1.482
C 1.291 1.243 -0.870
N 1.050 -0.033 -1.326
C 0.623 -0.428 -2.641
C -0.826 -0.949 -2.647
C -0.946 -2.456 -2.667
O -1.812 -3.081 -2.117
O -0.025 -3.037 -3.445
C -1.556 1.321 0.879
H -1.353 3.799 -0.061
H -1.050 4.584 1.495
H -2.686 4.092 1.057
H -0.954 3.265 3.561
H -0.649 1.051 4.589
H -0.906 -0.985 3.278
H -1.933 -2.472 1.986
H -1.841 -2.919 0.261
H 0.605 -2.122 1.954
H 0.123 -3.793 1.516
H 2.176 2.108 2.313
H 2.127 4.336 1.219
H 1.548 4.565 -1.142
H 1.004 2.600 -2.526
H 1.293 -1.204 -3.024
H 0.709 0.450 -3.282
H -1.340 -0.591 -3.542
H -1.369 -0.585 -1.772
H -0.134 -4.000 -3.427
H -1.813 1.375 -0.169
*
```

***

no.,F_max (eV Å⁻¹),E_tot (Ha)
1,1.208,-6381.40999
2,1.706,-5395.94047
3,4.761,-1507.04186
4,2.190,-2987.28497
5,1.313,-1736.63166
6,0.090,-2524.34789
7,1.022,-1950.14456
8,0.522,-2763.27833
9,4.427,-995.82016
10,0.707,-1469.48228